1.
DFT (ωB97M-V/def2-TZVPD) results for C27H29MnN5S2Si as an isolated structure at a distorted geometry.

CARTESIAN COORDINATES (ANGSTROEM)
Mn (0.174, -1.135, 1.257)
N (-0.644, -2.976, 0.554)
C (-2.052, -3.172, 0.949)
C (-2.747, -1.821, 0.919)
N (-1.897, -0.759, 1.512)
C (-2.105, -0.541, 2.958)
C (-1.478, -1.669, 3.754)
N (-0.123, -1.947, 3.215)
H (-0.060, -3.712, 0.939)
H (-0.540, -3.047, -0.456)
H (-2.566, -3.863, 0.281)
H (-2.072, -3.619, 1.940)
H (-2.925, -1.539, -0.119)
H (-3.716, -1.871, 1.423)
H (-2.137, 0.101, 1.028)
H (-1.627, 0.406, 3.210)
H (-3.167, -0.455, 3.204)
H (-1.445, -1.404, 4.811)
H (-2.080, -2.571, 3.676)
H (0.564, -1.406, 3.732)
H (0.129, -2.916, 3.386)
S (2.301, -2.061, 0.732)
C (3.000, -0.637, 1.349)
S (1.755, 0.345, 2.172)
C (4.277, -0.191, 1.280)
C (4.611, 1.117, 1.751)
N (4.817, 2.189, 2.112)
C (5.281, -0.993, 0.656)
N (6.076, -1.637, 0.133)
C (-3.745, -0.735, -3.202)
C (-3.558, 0.235, -2.227)
C (-2.330, 0.366, -1.595)
C (-1.248, -0.470, -1.905)
C (-1.471, -1.444, -2.888)
C (-2.693, -1.572, -3.536)
Si (0.475, -0.589, -1.110)
C (1.869, 0.393, -1.870)
C (2.540, 1.475, -1.297)
C (3.614, 2.075, -1.939)
C (4.029, 1.607, -3.176)
C (3.372, 0.539, -3.769)
C (2.308, -0.065, -3.118)
H (-4.701, -0.833, -3.698)
H (-4.370, 0.900, -1.962)
H (-2.230, 1.151, -0.859)
H (-0.672, -2.127, -3.157)
H (-2.821, -2.329, -4.299)
H (0.774, -1.983, -1.530)
H (2.237, 1.873, -0.336)
H (4.124, 2.906, -1.468)
H (4.869, 2.071, -3.677)
H (3.696, 0.167, -4.731)
H (1.823, -0.916, -3.585)
C (0.417, 0.558, 0.947)
C (-0.053, 1.948, 0.774)
C (-0.438, 2.644, 1.929)
C (-0.880, 3.951, 1.856)
C (-0.916, 4.601, 0.629)
C (-0.505, 3.936, -0.515)
C (-0.076, 2.619, -0.448)
H (-0.367, 2.161, 2.898)
H (-1.176, 4.470, 2.758)
H (-1.248, 5.629, 0.570)
H (-0.510, 4.442, -1.471)
H (0.256, 2.131, -1.353)

Calculated values
* charge: +1
* HOMO-LUMO gap: 7.2464 eV
* total energy: -96781.024 eV
* HOMO energy: -10.96 eV
* relative energy (zero: lowest compared OMol25 entry of this formula, charge and spin): 40.91 kJ/mol

---

2.
DFT (ωB97M-V/def2-TZVPD) results for C27H29N2O3PtS3Te as an isolated structure at a distorted geometry.

CARTESIAN COORDINATES (ANGSTROEM)
Pt (-0.429, 0.160, 0.246)
S (3.116, -2.820, -0.088)
C (1.773, -1.825, 0.098)
S (1.896, -0.126, 0.385)
S (0.134, -2.380, 0.015)
O (-2.256, 4.079, -0.797)
C (-1.480, 3.124, -0.846)
O (-0.473, 2.808, -0.196)
C (-2.829, 1.092, -1.343)
C (-4.191, 1.296, -1.544)
C (-5.085, 0.343, -1.104)
C (-4.595, -0.798, -0.501)
C (-3.225, -0.903, -0.297)
N (-2.364, 0.037, -0.666)
H (-4.506, 2.203, -2.041)
H (-6.152, 0.489, -1.226)
H (-5.251, -1.591, -0.164)
H (-2.777, -1.760, 0.194)
C (-1.654, 0.731, -3.905)
C (-1.334, 1.951, -3.062)
O (-0.601, 2.823, -3.497)
N (-1.900, 2.026, -1.828)
Te (-2.120, 1.802, 2.295)
C (-2.813, 2.945, 4.004)
C (-3.221, 4.274, 3.809)
C (-3.251, 4.957, 2.455)
C (-3.658, 5.026, 4.906)
C (-3.692, 4.508, 6.187)
C (-4.169, 5.333, 7.357)
C (-3.250, 3.203, 6.371)
C (-2.802, 2.419, 5.312)
C (-2.305, 1.031, 5.621)
C (-3.642, 0.322, 2.641)
C (-5.000, 0.674, 2.501)
C (-5.480, 2.076, 2.215)
C (-5.982, -0.317, 2.614)
C (-5.663, -1.646, 2.823)
C (-6.732, -2.707, 2.902)
C (-4.320, -1.980, 2.944)
C (-3.305, -1.030, 2.861)
C (-1.884, -1.504, 3.034)
H (-2.249, 1.048, -4.763)
H (-2.178, -0.058, -3.369)
H (-0.707, 0.339, -4.271)
H (-2.676, 4.454, 1.679)
H (-2.871, 5.978, 2.544)
H (-4.282, 5.025, 2.091)
H (-3.982, 6.051, 4.738)
H (-4.538, 6.305, 7.025)
H (-3.362, 5.508, 8.074)
H (-4.977, 4.829, 7.893)
H (-3.241, 2.780, 7.373)
H (-2.147, 0.910, 6.694)
H (-1.367, 0.840, 5.100)
H (-3.016, 0.272, 5.288)
H (-4.856, 2.560, 1.462)
H (-5.439, 2.699, 3.110)
H (-6.512, 2.055, 1.857)
H (-7.026, -0.032, 2.507)
H (-7.727, -2.270, 2.805)
H (-6.689, -3.244, 3.852)
H (-6.611, -3.448, 2.106)
H (-4.042, -3.021, 3.094)
H (-1.847, -2.592, 3.126)
H (-1.432, -1.064, 3.924)
H (-1.243, -1.220, 2.198)

Calculated values
* charge: -2
* spin multiplicity: 2
* HOMO-LUMO gap (alpha / beta): 3.8990 / 5.1359 eV
* expectation value of S²: 0.757
* total energy: -80640.914 eV
* HOMO energy (alpha / beta): -0.06 / -1.29 eV
* relative energy (zero: lowest compared OMol25 entry of this formula, charge and spin): 70.40 kJ/mol

---

3.
DFT (ωB97M-V/def2-TZVPD) results for a 5-piece molecular cluster, C27H29N2O5P2S overall at a distorted geometry.

CARTESIAN COORDINATES (ANGSTROEM)
N (4.612, 2.006, 1.607)
C (4.335, 1.971, 0.115)
N (3.354, 0.864, -0.110)
C (2.259, 1.273, -0.664)
S (1.037, 1.641, -1.747)
P (6.031, 1.692, -0.714)
P (5.636, 0.764, -2.647)
O (4.252, 1.210, -3.144)
O (6.787, 1.350, -3.771)
O (5.705, -0.944, -2.517)
C (3.809, 3.445, -0.277)
O (3.049, 4.059, 0.555)
O (4.232, 4.015, -1.473)
H (5.626, 1.820, 1.754)
H (4.037, 1.278, 2.050)
H (6.645, 2.956, -1.026)
H (6.296, 1.845, -4.469)
H (5.114, -1.175, -1.755)
C (-0.638, -0.799, 0.876)
C (-1.834, -0.089, 0.882)
C (-3.008, -0.707, 1.301)
C (-2.984, -2.033, 1.724)
C (-1.786, -2.742, 1.722)
C (-0.614, -2.126, 1.294)
H (0.276, -0.317, 0.546)
H (-1.851, 0.946, 0.559)
H (-3.942, -0.155, 1.300)
H (-3.899, -2.514, 2.056)
H (-1.767, -3.775, 2.053)
H (0.319, -2.680, 1.286)
C (-7.034, 0.444, 1.058)
C (-8.230, 1.154, 1.064)
C (-9.405, 0.537, 1.483)
C (-9.381, -0.789, 1.906)
C (-8.183, -1.498, 1.903)
C (-7.011, -0.884, 1.475)
H (-6.119, 0.925, 0.727)
H (-8.247, 2.190, 0.741)
H (-10.338, 1.089, 1.482)
H (-10.295, -1.269, 2.238)
H (-8.164, -2.532, 2.234)
H (-6.078, -1.438, 1.468)
C (-0.957, 3.765, 3.902)
C (-1.193, 3.911, 5.266)
C (-1.799, 2.883, 5.982)
C (-2.160, 1.704, 5.336)
C (-1.920, 1.556, 3.973)
C (-1.323, 2.588, 3.255)
H (-0.487, 4.568, 3.344)
H (-0.905, 4.827, 5.771)
H (-1.989, 2.999, 7.044)
H (-2.628, 0.900, 5.895)
H (-2.200, 0.637, 3.469)
H (-1.140, 2.476, 2.192)
C (4.258, -4.675, -6.727)
C (4.496, -3.404, -7.239)
C (4.909, -2.378, -6.393)
C (5.092, -2.627, -5.035)
C (4.857, -3.900, -4.525)
C (4.436, -4.923, -5.369)
H (3.933, -5.474, -7.386)
H (4.360, -3.211, -8.298)
H (5.088, -1.385, -6.791)
H (5.419, -1.829, -4.375)
H (5.002, -4.095, -3.467)
H (4.247, -5.914, -4.969)

Calculated values
* charge: -1
* HOMO-LUMO gap: 6.8319 eV
* total energy: -71100.448 eV
* HOMO energy: -4.64 eV
* relative energy (zero: lowest compared OMol25 entry of this formula, charge and spin): 80.06 kJ/mol

---

4.
DFT (ωB97M-V/def2-TZVPD) results for one molecule with the formula C27H29N3O7S at a distorted geometry.

CARTESIAN COORDINATES (ANGSTROEM)
C (-6.685, -3.812, -0.025)
O (-5.460, -3.268, 0.420)
C (-5.239, -1.932, 0.463)
C (-4.032, -1.579, 1.069)
C (-3.633, -0.263, 1.195)
C (-4.465, 0.720, 0.703)
S (-3.947, 2.428, 0.746)
O (-5.036, 3.263, 0.333)
O (-3.306, 2.710, 1.991)
N (-2.800, 2.470, -0.498)
C (-3.410, 2.367, -1.803)
C (-1.578, 1.835, -0.263)
C (-0.784, 2.277, 0.797)
C (0.431, 1.677, 1.051)
C (0.885, 0.621, 0.263)
C (2.217, 0.033, 0.549)
O (3.134, 0.678, 1.019)
N (2.312, -1.302, 0.281)
C (3.496, -2.049, 0.307)
C (3.473, -3.345, 0.813)
C (4.625, -4.108, 0.832)
C (5.811, -3.585, 0.343)
C (5.837, -2.301, -0.172)
C (4.689, -1.517, -0.189)
C (4.667, -0.214, -0.929)
O (3.893, -0.063, -1.862)
N (5.597, 0.705, -0.599)
C (5.632, 1.967, -1.313)
C (5.239, 3.102, -0.365)
O (6.099, 3.132, 0.753)
C (6.000, 1.925, 1.474)
C (6.392, 0.718, 0.608)
C (0.109, 0.200, -0.811)
C (-1.108, 0.800, -1.074)
C (-5.662, 0.409, 0.090)
C (-6.078, -0.911, -0.039)
O (-7.255, -1.261, -0.638)
C (-8.120, -0.238, -1.076)
H (-6.584, -4.886, 0.124)
H (-6.860, -3.605, -1.082)
H (-7.527, -3.441, 0.562)
H (-3.419, -2.384, 1.443)
H (-2.707, 0.005, 1.675)
H (-2.682, 2.641, -2.564)
H (-4.235, 3.076, -1.817)
H (-3.801, 1.364, -2.012)
H (-1.139, 3.085, 1.413)
H (1.053, 2.023, 1.863)
H (1.460, -1.812, 0.104)
H (2.544, -3.751, 1.187)
H (4.597, -5.113, 1.224)
H (6.711, -4.181, 0.349)
H (6.750, -1.906, -0.593)
H (4.936, 1.900, -2.150)
H (6.651, 2.131, -1.682)
H (5.337, 4.071, -0.858)
H (4.201, 2.952, -0.036)
H (6.679, 2.017, 2.324)
H (4.972, 1.782, 1.827)
H (6.230, -0.197, 1.176)
H (7.449, 0.799, 0.327)
H (0.470, -0.573, -1.473)
H (-1.689, 0.459, -1.916)
H (-6.259, 1.231, -0.268)
H (-8.996, -0.752, -1.467)
H (-7.666, 0.360, -1.872)
H (-8.418, 0.417, -0.253)

Calculated values
* HOMO-LUMO gap: 8.9437 eV
* total energy: -58107.159 eV
* SMILES string: COc1ccc(S(=O)(=O)N(C)c2ccc(C(=O)Nc3ccccc3C(=O)N3CCOCC3)cc2)cc1OC
* HOMO energy: -8.61 eV
* relative energy (zero: lowest compared OMol25 entry of this formula, charge and spin): 207.57 kJ/mol

---

5.
DFT (ωB97M-V/def2-TZVPD) results for a 2-piece molecular cluster, C27H29N4 overall at a distorted geometry.

CARTESIAN COORDINATES (ANGSTROEM)
C (1.594, -5.267, 0.562)
C (0.982, -4.405, 1.478)
C (-0.081, -3.581, 1.076)
C (-0.494, -3.592, -0.263)
C (-1.619, -2.722, -0.777)
N (-1.263, -1.317, -0.828)
C (-2.024, -0.579, -1.618)
N (-1.789, 0.691, -2.022)
C (-2.751, 1.137, -2.994)
C (-3.792, 0.018, -2.999)
N (-3.148, -1.016, -2.226)
C (0.131, -4.443, -1.179)
C (1.170, -5.281, -0.771)
H (2.384, -5.939, 0.886)
H (1.312, -4.381, 2.520)
H (-0.579, -2.926, 1.799)
H (-1.875, -3.062, -1.790)
H (-2.514, -2.913, -0.151)
H (-0.964, 1.222, -1.753)
H (-3.202, 2.093, -2.721)
H (-2.295, 1.244, -3.984)
H (-4.726, 0.333, -2.514)
H (-4.031, -0.356, -3.999)
H (-3.605, -1.864, -1.925)
H (-0.219, -4.427, -2.217)
H (1.628, -5.952, -1.501)
C (3.524, -0.547, -2.579)
N (2.621, 0.068, -1.627)
C (1.526, -0.527, -1.076)
C (0.887, 0.371, -0.181)
C (-0.231, 0.111, 0.599)
C (-0.599, 0.939, 1.724)
C (0.382, 1.430, 2.623)
C (0.045, 2.263, 3.673)
C (-1.294, 2.622, 3.878)
C (-1.636, 3.580, 4.978)
C (-2.292, 2.079, 3.058)
C (-1.961, 1.206, 2.030)
C (1.663, 1.625, -0.269)
C (1.509, 2.910, 0.234)
C (2.530, 3.854, -0.007)
C (3.637, 3.549, -0.818)
C (3.751, 2.286, -1.415)
C (2.751, 1.369, -1.136)
H (4.223, 0.214, -2.927)
H (4.092, -1.372, -2.126)
H (2.963, -0.949, -3.434)
H (1.253, -1.545, -1.312)
H (-0.675, -0.900, 0.565)
H (1.421, 1.131, 2.476)
H (0.816, 2.660, 4.334)
H (-2.718, 3.690, 5.063)
H (-1.233, 3.222, 5.932)
H (-1.193, 4.564, 4.783)
H (-3.330, 2.352, 3.238)
H (-2.728, 0.739, 1.418)
H (0.616, 3.160, 0.807)
H (2.457, 4.839, 0.457)
H (4.411, 4.295, -0.990)
H (4.582, 1.996, -2.063)

Calculated values
* charge: +1
* HOMO-LUMO gap: 6.8365 eV
* total energy: -34422.836 eV
* HOMO energy: -10.92 eV
* relative energy (zero: lowest compared OMol25 entry of this formula, charge and spin): 110.64 kJ/mol

---

6.
DFT (ωB97M-V/def2-TZVPD) results for C27H29N7PSSr as an isolated structure.

CARTESIAN COORDINATES (ANGSTROEM)
Sr (0.426, 0.582, 0.521)
N (2.353, -0.295, 4.747)
C (1.470, -0.166, 3.735)
S (1.296, 1.447, 3.097)
N (0.869, -1.290, 3.394)
N (0.046, -1.210, 2.322)
C (-0.685, -2.244, 2.073)
C (-0.701, -3.469, 2.920)
C (-1.076, -3.397, 4.258)
C (-1.121, -4.547, 5.030)
C (-0.777, -5.773, 4.475)
C (-0.394, -5.849, 3.144)
C (-0.366, -4.701, 2.366)
C (-1.586, -2.199, 0.892)
C (-2.680, -3.060, 0.808)
C (-3.519, -2.988, -0.290)
C (-3.254, -2.062, -1.286)
C (-2.159, -1.235, -1.129)
N (-1.342, -1.293, -0.071)
H (2.757, 0.524, 5.161)
H (2.426, -1.186, 5.208)
H (-1.327, -2.437, 4.690)
H (-1.419, -4.489, 6.068)
H (-0.807, -6.669, 5.082)
H (-0.121, -6.802, 2.710)
H (-0.076, -4.761, 1.323)
H (-2.866, -3.769, 1.602)
H (-4.373, -3.647, -0.363)
H (-3.881, -1.972, -2.162)
H (-1.924, -0.485, -1.879)
C (3.236, 3.909, 0.784)
P (3.027, 2.313, -0.073)
C (3.635, 2.684, -1.759)
C (4.405, 1.334, 0.620)
H (4.252, 4.294, 0.678)
H (3.018, 3.765, 1.843)
H (2.536, 4.644, 0.387)
H (4.637, 3.116, -1.745)
H (2.963, 3.386, -2.256)
H (3.657, 1.764, -2.346)
H (5.354, 1.866, 0.545)
H (4.494, 0.386, 0.087)
H (4.192, 1.122, 1.668)
C (0.511, -1.032, -4.146)
C (0.875, -0.973, -2.816)
N (0.845, 0.168, -2.112)
C (0.431, 1.268, -2.728)
C (-0.034, 1.300, -4.036)
C (0.042, 0.121, -4.764)
C (-0.580, 2.543, -4.606)
C (-1.400, 3.418, -4.020)
C (-2.058, 3.379, -2.698)
C (-2.598, 4.553, -2.187)
C (-3.216, 4.496, -0.948)
N (-3.329, 3.361, -0.265)
C (-2.808, 2.288, -0.848)
N (-2.174, 2.230, -2.012)
H (0.576, -1.967, -4.684)
H (1.201, -1.860, -2.286)
H (0.459, 2.190, -2.155)
H (-0.279, 0.099, -5.798)
H (-0.279, 2.762, -5.625)
H (-1.655, 4.301, -4.595)
H (-2.535, 5.482, -2.735)
H (-3.634, 5.385, -0.490)
H (-2.952, 1.343, -0.329)

Calculated values
* charge: +1
* HOMO-LUMO gap: 6.9237 eV
* total energy: -59857.664 eV
* HOMO energy: -10.06 eV
* relative energy (zero: lowest compared OMol25 entry of this formula, charge and spin): 25.17 kJ/mol

---

7.
DFT (ωB97M-V/def2-TZVPD) results for C27H30AsMnN5S4Se as an isolated structure.

CARTESIAN COORDINATES (ANGSTROEM)
Mn (0.441, 1.202, -0.242)
S (2.946, 3.895, 1.820)
As (2.316, 4.492, -0.212)
S (2.101, 2.524, -1.211)
S (0.385, 5.486, -0.047)
S (3.777, 5.644, -1.197)
N (-0.923, 2.757, -0.652)
C (-2.282, 2.406, -0.446)
C (-3.324, 3.293, -0.444)
C (-4.646, 2.841, -0.250)
C (-4.918, 1.513, -0.083)
C (-3.862, 0.569, -0.083)
C (-4.056, -0.824, 0.053)
C (-2.977, -1.654, 0.020)
C (-1.685, -1.102, -0.113)
N (-1.463, 0.185, -0.218)
C (-2.540, 1.027, -0.236)
H (-0.726, 2.997, -1.624)
H (-0.655, 3.650, -0.182)
H (-3.116, 4.346, -0.593)
H (-5.453, 3.564, -0.244)
H (-5.935, 1.163, 0.052)
H (-5.063, -1.211, 0.172)
H (-3.080, -2.727, 0.105)
H (-0.812, -1.742, -0.127)
Se (0.552, 3.352, 2.458)
N (0.171, 1.741, 1.815)
C (-0.022, 0.921, 2.904)
C (-0.305, -0.447, 2.859)
C (-0.495, -1.154, 4.032)
C (-0.384, -0.520, 5.274)
C (-0.078, 0.825, 5.343)
C (0.102, 1.564, 4.166)
N (0.370, 2.905, 4.131)
H (-0.352, -0.936, 1.901)
H (-0.717, -2.215, 3.990)
H (-0.531, -1.093, 6.182)
H (0.021, 1.339, 6.292)
C (-0.900, -0.107, -4.509)
C (-0.148, -0.988, -3.546)
C (-0.082, -2.369, -3.739)
C (0.670, -3.143, -2.857)
C (0.811, -4.628, -3.088)
C (1.289, -2.569, -1.758)
C (1.165, -1.183, -1.464)
C (0.495, -0.422, -2.466)
N (1.535, -0.528, -0.340)
C (2.691, -0.990, 0.448)
C (3.070, 0.126, 1.424)
C (3.902, -1.219, -0.469)
C (2.418, -2.248, 1.292)
H (-1.136, -0.639, -5.433)
H (-0.316, 0.781, -4.761)
H (-1.841, 0.238, -4.071)
H (-0.566, -2.827, -4.596)
H (0.284, -4.938, -3.991)
H (0.408, -5.201, -2.250)
H (1.861, -4.910, -3.197)
H (1.847, -3.217, -1.096)
H (0.545, 0.669, -2.415)
H (3.196, 1.074, 0.906)
H (4.006, -0.129, 1.929)
H (2.303, 0.256, 2.191)
H (4.126, -0.289, -0.994)
H (3.727, -1.999, -1.212)
H (4.775, -1.502, 0.125)
H (1.562, -2.087, 1.945)
H (3.284, -2.447, 1.931)
H (2.235, -3.144, 0.697)

Calculated values
* charge: -2
* spin multiplicity: 2
* HOMO-LUMO gap (alpha / beta): 5.2215 / 5.1841 eV
* expectation value of S²: 1.124
* total energy: -236785.851 eV
* HOMO energy (alpha / beta): -1.33 / -1.30 eV
* relative energy (zero: lowest compared OMol25 entry of this formula, charge and spin): 36.69 kJ/mol